DFT (ωB97M-V with the def2-TZVPD basis set) results for one molecule with the formula C4H4BrNO.

Atoms and positions in Å:
C 0.26 -0.51 1.73
C -0.13 1.00 -0.13
C -0.61 -1.91 0.15
C 0.08 1.50 -1.45
N 0.31 0.50 0.92
O 0.05 -1.73 1.27
Br -0.93 -3.73 0.02
H 0.66 -0.41 2.71
H 1.21 1.51 -1.81
H -0.64 1.22 -2.26
H -0.27 2.56 -1.14

- Energy: -77786.683 eV
- Energy above the lowest of the compared OMol25 structures with the same formula, charge and spin: 554.7 kJ/mol
- Total charge: 0
- Highest occupied orbital energy (spin up / spin down): -7.369 / -7.370 eV
- 2S+1: 1
- Maximum force: 3.74 eV Å⁻¹
- HOMO-LUMO gap (spin up / spin down): 7.51 / 7.51 eV